Record 1
Below is a molecular structure, C34H30MoN3O2PSe3Te in a non-equilibrium geometry, with properties calculated with ωB97M-V/def2-TZVPD.

ΔE to the lowest compared entry with this formula, charge and spin = 30.8 kcal/mol
spin multiplicity = 3
LUMO energy (alpha / beta) = -1.26 / -1.72 eV

Positions of all 75 atoms, in Å:
1 Mo -0.1470 -0.2851 -1.5146
2 O 3.8469 3.3425 -2.7680
3 C 3.1101 3.9816 -1.8348
4 C 3.5566 5.2266 -1.4052
5 C 2.8109 5.9553 -0.4979
6 C 1.6044 5.4641 -0.0010
7 C 1.1811 4.2079 -0.3906
8 C 1.9366 3.4464 -1.2846
9 C 1.4598 2.1092 -1.6564
10 O 0.8270 1.3812 -0.7979
11 N 1.6464 1.7086 -2.9017
12 N 0.9634 0.5334 -3.0856
13 C 0.9288 0.0212 -4.2478
14 C 0.4746 -1.3696 -4.2786
15 C 0.4607 -2.1564 -5.4147
16 C 0.1765 -3.5033 -5.2878
17 C -0.0641 -4.0235 -4.0243
18 C -0.0875 -3.1641 -2.9478
19 N 0.1480 -1.8533 -3.0722
20 H 3.3082 2.6165 -3.1372
21 H 4.4801 5.6141 -1.8196
22 H 3.1659 6.9303 -0.1834
23 H 1.0038 6.0568 0.6788
24 H 0.2459 3.8014 -0.0272
25 H 1.3426 0.5509 -5.0964
26 H 0.6920 -1.7050 -6.3727
27 H 0.1484 -4.1443 -6.1597
28 H -0.2634 -5.0768 -3.8732
29 H -0.3336 -3.5124 -1.9570
30 C 0.8283 2.1649 2.0389
31 C -0.3849 1.7515 2.8317
32 C -0.7128 2.4937 3.9663
33 C -1.7177 2.1010 4.8337
34 C -2.4048 0.9242 4.5827
35 C -2.1100 0.1858 3.4480
36 C -1.1298 0.5983 2.5397
37 P -0.6893 -0.4813 1.0889
38 C -1.8487 -1.9068 1.2360
39 C -1.3151 -3.1872 1.3939
40 C -2.1340 -4.3072 1.4388
41 C -3.5071 -4.1495 1.3362
42 C -4.0429 -2.8819 1.1619
43 C -3.2397 -1.7456 1.0844
44 C -3.9131 -0.4140 0.8222
45 C 0.9172 -1.1483 1.6655
46 C 1.1985 -1.3251 3.0266
47 C 2.4360 -1.7824 3.4390
48 C 3.4140 -2.0597 2.4862
49 C 3.1336 -1.8947 1.1425
50 C 1.8827 -1.4415 0.7050
51 C 1.6258 -1.3471 -0.7893
52 H 0.9720 3.2456 2.0783
53 H 0.7713 1.8639 0.9972
54 H 1.7227 1.6952 2.4630
55 H -0.1440 3.3944 4.1721
56 H -1.9490 2.6983 5.7080
57 H -3.1695 0.5741 5.2656
58 H -2.6446 -0.7326 3.2913
59 H -0.2458 -3.3091 1.4957
60 H -1.6998 -5.2928 1.5641
61 H -4.1609 -5.0140 1.3788
62 H -5.1175 -2.7628 1.0522
63 H -4.6588 -0.5238 0.0368
64 H -3.2253 0.3596 0.4902
65 H -4.4189 -0.0467 1.7208
66 H 0.4406 -1.1013 3.7684
67 H 2.6426 -1.9124 4.4952
68 H 4.3943 -2.4035 2.7952
69 H 3.8959 -2.1172 0.4015
70 H 1.6484 -2.3635 -1.1800
71 H 2.4768 -0.8399 -1.2511
72 Se -2.4623 -1.3343 -1.8977
73 Se -5.2785 1.0231 -3.3329
74 Te -2.9575 0.5292 -3.5676
75 Se -1.7419 2.0689 -2.0652

Record 2
Below is a molecular structure, C34H30N8O7Re in a non-equilibrium geometry, with properties calculated with ωB97M-V/def2-TZVPD.

ΔE to the lowest compared entry with this formula, charge and spin = 74.7 kcal/mol
spin multiplicity = 2
LUMO energy (alpha / beta) = -8.19 / -7.72 eV
net charge = +2

Positions of all 80 atoms, in Å:
1 Re -0.2701 -0.2814 0.1742
2 C 2.0134 -1.2532 -1.4836
3 N 1.9020 -0.3161 -0.3364
4 C 2.8952 -0.7396 0.6813
5 C 2.2032 1.0691 -0.7368
6 C 3.3460 1.3887 -1.4394
7 C 3.6236 2.7146 -1.7474
8 C 2.7722 3.7133 -1.3069
9 C 1.6382 3.4012 -0.5723
10 C 1.3254 2.0741 -0.2894
11 N 0.2198 1.5903 0.4294
12 C -0.4457 2.2436 1.4813
13 C -0.8209 3.5801 1.5755
14 C -1.4680 4.0419 2.7131
15 C -1.7618 3.1850 3.7602
16 C -1.4206 1.8412 3.6678
17 C -0.7939 1.3755 2.5297
18 N -0.3694 -0.0247 2.3724
19 C 0.8848 -0.2203 3.1391
20 C -1.3778 -0.9805 2.8899
21 H 3.0388 -1.3078 -1.8546
22 H 1.7208 -2.2496 -1.1554
23 H 1.3784 -0.9186 -2.2946
24 H 3.8824 -0.8574 0.2296
25 H 2.9745 0.0130 1.4593
26 H 2.5931 -1.6924 1.1139
27 H 4.0419 0.6211 -1.7536
28 H 4.5084 2.9646 -2.3165
29 H 2.9893 4.7496 -1.5264
30 H 1.0008 4.2023 -0.2407
31 H -0.6625 4.2629 0.7570
32 H -1.7430 5.0857 2.7765
33 H -2.2591 3.5544 4.6459
34 H -1.6458 1.1802 4.4941
35 H 0.6922 -0.1130 4.2084
36 H 1.2744 -1.2199 2.9561
37 H 1.6108 0.5341 2.8493
38 H -1.5712 -0.8197 3.9507
39 H -2.3131 -0.8892 2.3444
40 H -0.9873 -1.9821 2.7703
41 C -0.0364 1.9202 -5.2919
42 C 0.6363 1.7483 -4.0946
43 N 0.0960 1.0921 -3.0685
44 C -1.1131 0.6189 -3.1981
45 C -1.9206 0.7698 -4.3209
46 C -1.3231 1.4275 -5.3987
47 C -3.3041 0.3190 -4.4100
48 C -4.1531 0.1835 -3.3908
49 C -3.8708 0.4223 -1.9759
50 C -4.8936 0.8204 -1.1138
51 C -4.6379 1.0215 0.2313
52 C -3.3768 0.7466 0.7164
53 N -2.3857 0.3320 -0.0853
54 C -2.6234 0.2358 -1.3925
55 H 0.4376 2.4264 -6.1205
56 H 1.6393 2.1247 -3.9402
57 H -1.8881 1.5605 -6.3126
58 H -3.6868 0.1753 -5.4136
59 H -5.1814 -0.0804 -3.6079
60 H -5.8867 0.9702 -1.5178
61 H -5.4154 1.3600 0.9003
62 H -3.1496 0.8656 1.7659
63 O -4.1574 -6.3432 -3.0960
64 N -3.7434 -6.4688 -1.9646
65 O -4.0562 -7.3131 -1.1584
66 C -2.7362 -5.4774 -1.5234
67 C -2.2063 -4.6285 -2.4277
68 C -1.3574 -3.5796 -1.9712
69 C -1.1509 -3.3446 -0.5361
70 O -0.7184 -2.2431 -0.0805
71 C -1.5333 -4.4644 0.2992
72 C -2.3344 -5.4609 -0.1707
73 N -1.0771 -4.5771 1.6901
74 O -0.2511 -3.7711 2.0820
75 O -1.4804 -5.5183 2.3272
76 N -0.6878 -2.8239 -2.8116
77 O -0.7283 -2.7604 -3.9959
78 O -1.5017 -0.1583 -2.0797
79 H -2.4121 -4.7395 -3.4851
80 H -2.6544 -6.2582 0.4893